1.
Density functional theory data (ωB97M-V/def2-TZVPD) for a cluster of 2 separate species, C3H9NO3 in total in a non-equilibrium geometry.

The geometry in XYZ format:
```
16
C3H9NO3 (ωB97M-V/def2-TZVPD)
N 0.8999 -1.4163 1.4769
C 1.2716 -0.2179 0.7839
O 2.4548 0.1490 0.7282
C 0.1513 0.5504 0.1406
C 0.4850 1.9346 -0.7253
O -0.3729 2.3018 -1.8276
H 1.5709 -1.4322 2.1948
H -0.1166 -1.4683 1.7424
H -0.2446 -0.1940 -0.5338
H -0.7646 0.8613 0.7323
H 0.5553 2.8695 -0.0521
H 1.4664 1.8061 -1.1695
H -0.0188 1.8524 -2.6625
O -3.6664 -2.8631 -0.2484
H -4.2825 -2.1499 0.0253
H -3.2366 -2.5354 -1.0280
```

Computed properties:
- SMILES = NC(=O)CCO.O
- spin multiplicity = 1
- energy (eV) = -10888.696

2.
Density functional theory data (ωB97M-V/def2-TZVPD) for a cluster of 2 separate species, C3H9NO3 in total in a non-equilibrium geometry.

The geometry in XYZ format:
```
16
C3H9NO3 (ωB97M-V/def2-TZVPD)
O 2.1490 1.7028 -0.6889
C 1.0109 1.4040 -0.3737
N 0.3824 0.2189 -0.5560
C -1.0437 -0.0382 -0.5642
C -1.6912 -0.5728 0.7731
O -3.0031 -0.0495 0.8376
H 0.1610 2.1255 -0.1829
H 0.9795 -0.6089 -0.3253
H -1.5787 0.8266 -0.8761
H -1.2113 -0.6677 -1.3982
H -1.6121 -1.6039 0.7954
H -1.1193 -0.1838 1.6377
H -3.4877 -0.3313 1.6000
O 3.1369 -0.9173 0.0802
H 3.7648 -1.3424 -0.5471
H 3.1626 0.0380 -0.2114
```

Computed properties:
- SMILES = O=CNCCO.O
- spin multiplicity = 1
- energy (eV) = -10888.929

3.
Density functional theory data (ωB97M-V/def2-TZVPD) for an isolated molecule of C3H9NO3 in a non-equilibrium geometry.

The geometry in XYZ format:
```
16
C3H9NO3 (ωB97M-V/def2-TZVPD)
C -0.3779 -1.0495 1.2476
N -0.6226 0.3334 0.8496
O -2.1929 0.4726 0.9686
C -0.5307 0.5706 -0.5681
C 1.0314 0.4105 -1.0972
O 1.9625 1.0211 -0.2536
O 1.3803 -0.9368 -1.2787
H -0.8343 -1.2339 2.2260
H 0.6955 -1.2180 1.3799
H -0.7907 -1.7752 0.5398
H -2.2792 1.2605 1.5347
H -1.1597 -0.0986 -1.1671
H -0.7649 1.6209 -0.7663
H 1.0532 0.9275 -2.0617
H 1.7412 0.7239 0.6427
H 1.6889 -1.0291 -2.1963
```

Computed properties:
- SMILES = CN(O)CC(O)O
- spin multiplicity = 1
- energy (eV) = -10887.097

4.
Density functional theory data (ωB97M-V/def2-TZVPD) for a cluster of 2 separate species, C3H9NO3 in total.

The geometry in XYZ format:
```
16
C3H9NO3 (ωB97M-V/def2-TZVPD)
N 0.0971 0.9582 -1.6961
C 1.3117 0.5430 -1.1844
O 2.1336 1.2494 -0.6720
O 1.5640 -0.7833 -1.3523
H -0.0572 1.9342 -1.4898
H -0.6914 0.3838 -1.4314
H 0.8745 -1.1526 -1.9217
C -2.6997 -0.6014 1.3435
C -1.3833 -0.5602 2.0908
O -0.3271 -0.5695 1.1339
H -2.7743 -1.4573 0.6763
H -3.5194 -0.6317 2.0640
H -2.8120 0.3197 0.7689
H -1.2888 -1.4216 2.7634
H -1.3302 0.3488 2.6994
H 0.4868 -0.3446 1.5594
```

Computed properties:
- SMILES = NC(=O)O.CCO
- spin multiplicity = 1
- energy (eV) = -10890.007